1.
ORCA calculation (the ωB97M-V functional and the def2-TZVPD basis) on a cluster of 2 separate species, C3H5O3 in total in a non-equilibrium geometry.

Structure (XYZ):
```
11
Properties=species:S:1:pos:R:3:forces:R:3:mulliken_charge:R:1
O 1.9120 1.2735 -0.7770 -0.7226 0.8897 -0.2900 -0.21
O 0.0294 0.1985 -0.6063 -0.4531 0.2069 -0.4490 0.02
O 0.6891 1.6742 1.5503 -0.0363 0.1155 -1.5192 -0.69
C 1.1971 0.5031 0.0954 0.8950 -1.5373 1.9774 -0.89
C -1.8253 -1.2441 -0.7637 -0.0744 0.0057 0.0143 -0.67
C -0.6532 -0.9066 -0.2205 0.1212 0.8557 0.4940 -0.03
H -2.2671 -0.6688 -1.5786 0.1350 -0.1307 0.2732 0.24
H 2.7241 1.5383 -0.3367 -0.2804 -0.2446 0.2780 0.38
H -2.4023 -2.0538 -0.3189 0.2637 0.0669 -0.2672 0.23
H -0.2125 -1.4365 0.6299 -0.0155 0.1499 -0.2969 0.39
H 0.8086 1.1221 2.3262 0.1674 -0.3778 -0.2146 0.22
```
Forces are in eV/Å.

Calculated values
energy above the lowest of the compared OMol25 structures with the same formula, charge and spin: 4.219 eV
total charge: -1
HOMO: -2.0 eV
E: -9331.683 eV

***

2.
ORCA calculation (the ωB97M-V functional and the def2-TZVPD basis) on a cluster of 2 separate species, C3H5O3 in total in a non-equilibrium geometry.

Structure (XYZ):
```
11
Properties=species:S:1:pos:R:3:forces:R:3:mulliken_charge:R:1
O -0.5764 0.5387 1.1052 -0.5594 1.0446 0.5222 -0.50
O 0.4227 -1.9717 1.5014 -0.0060 -0.6375 0.0517 -0.71
O 0.6829 -1.2949 -0.5990 -0.1401 0.0525 -0.5658 -0.67
C 0.6521 -2.1695 0.2889 1.0097 0.7868 0.3107 0.01
C -0.1467 1.9626 -0.7310 -0.7051 -0.1732 1.6650 -0.66
C -0.8953 1.0457 -0.1099 0.9492 -0.8366 -1.2563 0.00
H -0.2145 2.1778 -1.7799 -0.1441 0.3836 -0.0798 0.26
H 0.2046 -0.0519 1.0135 -0.4637 -0.3534 -0.0749 0.35
H 0.4920 2.4475 0.0046 0.6541 0.2185 -0.8007 0.23
H -1.6501 0.4754 -0.6483 -0.2171 0.0725 0.0570 0.30
H 1.0286 -3.1598 -0.0455 -0.3775 -0.5578 0.1708 0.40
```
Forces are in eV/Å.

Calculated values
energy above the lowest of the compared OMol25 structures with the same formula, charge and spin: 1.079 eV
total charge: -1
HOMO: -4.5 eV
E: -9334.824 eV

***

3.
ORCA calculation (the ωB97M-V functional and the def2-TZVPD basis) on a cluster of 2 separate species, C3H5O3 in total in a non-equilibrium geometry.

Structure (XYZ):
```
11
Properties=species:S:1:pos:R:3:forces:R:3:mulliken_charge:R:1
O 1.1102 1.0862 -1.0490 1.4934 5.5190 -2.0162 0.00
O -0.4764 0.1349 2.0729 -0.0025 2.8406 1.5479 -0.29
O 1.3122 0.3329 0.0878 2.2594 -1.6789 3.5447 -0.19
C 0.2047 0.0531 -0.6585 -4.1120 -2.4970 0.3940 -0.08
C 0.9763 -0.0347 -1.9045 0.1092 -2.5450 -2.6080 -0.01
C -1.2910 -0.5329 1.3892 -1.3867 1.1728 0.0825 0.03
H -0.7822 1.1165 2.2998 0.8404 -2.6848 -0.7645 0.44
H -2.3176 -0.1035 1.2838 0.9054 -0.6105 -0.7031 0.30
H -1.0921 -1.5890 1.3560 0.1773 -0.2936 -0.6139 0.32
H 0.5335 0.2812 -2.8651 -0.0826 -0.2070 0.6952 0.25
H 1.8224 -0.7445 -2.0124 -0.2013 0.9845 0.4414 0.24
```
Forces are in eV/Å.

Calculated values
energy above the lowest of the compared OMol25 structures with the same formula, charge and spin: 8.004 eV
total charge: +1
HOMO (alpha / beta): -14.2 / -14.2 eV
E: -9317.539 eV

***

4.
ORCA calculation (the ωB97M-V functional and the def2-TZVPD basis) on the ion C3H5O3 with charge +1 in a non-equilibrium geometry.

Structure (XYZ):
```
11
Properties=species:S:1:pos:R:3:forces:R:3:mulliken_charge:R:1
O 1.8768 -0.4375 -0.2163 2.2130 -1.1670 -2.0232 0.06
O 1.1020 -1.3140 0.4611 -4.4697 1.7129 -0.6370 -0.25
O 1.4831 0.8679 -0.1451 -0.1981 1.9962 0.6308 -0.01
C -1.3362 -0.5263 -0.6308 0.2480 2.6365 2.1663 -0.50
C 0.3044 1.2899 0.0532 -1.3341 -1.1325 0.5141 0.26
C -0.9013 0.4160 0.2566 0.9100 1.0938 -0.6186 -0.22
H -2.1800 -1.1080 -0.3731 -0.7739 -0.5380 0.1087 0.30
H 1.6898 -1.9028 0.8244 3.0633 -2.1331 1.7298 0.34
H -1.3846 0.7791 1.1830 -0.1257 -0.8258 -0.4708 0.35
H 0.3735 2.3990 0.2190 -0.4104 -1.0027 -0.2812 0.39
H -1.0275 -0.4634 -1.6319 0.8778 -0.6404 -1.1189 0.29
```
Forces are in eV/Å.

Calculated values
energy above the lowest of the compared OMol25 structures with the same formula, charge and spin: 6.729 eV
total charge: +1
HOMO: -15.6 eV
E: -9318.815 eV

***

5.
ORCA calculation (the ωB97M-V functional and the def2-TZVPD basis) on an isolated molecule of C3H5O3PS in a non-equilibrium geometry.

Structure (XYZ):
```
13
Properties=species:S:1:pos:R:3:forces:R:3:mulliken_charge:R:1
S -2.3518 1.2718 0.3757 2.4197 -3.8054 1.8133 0.65
P -0.8704 -1.8069 0.4082 0.8458 -0.6289 2.7399 0.26
O -1.6716 -0.0896 0.7098 -1.7411 4.4001 -0.3314 -0.17
O -2.9894 1.3540 -0.8743 -0.6020 0.2119 -1.1970 -0.29
O -1.0920 -2.1139 -0.9743 -0.8322 -0.8739 -3.4584 -0.51
C 1.2693 1.3027 -0.0957 0.9290 -0.3355 0.8465 -0.86
C 0.8384 -0.9772 0.4363 -3.6458 2.2088 3.6784 -0.77
C 0.8997 0.1016 -0.5076 0.5122 0.9568 2.0132 -0.16
H 1.6612 1.3739 0.9468 -0.3691 0.4090 -1.0333 0.24
H 1.4878 -1.7232 0.2946 2.4367 -3.0986 -0.6355 0.50
H 0.8522 -0.6455 1.5484 0.6175 -0.2490 -1.7335 0.25
H 1.4647 2.0364 -0.8323 -0.1326 1.1701 -0.2630 0.33
H 0.5019 -0.0840 -1.4356 -0.4382 -0.3655 -2.4392 0.52
```
Forces are in eV/Å.

Calculated values
energy above the lowest of the compared OMol25 structures with the same formula, charge and spin: 3.842 eV
HOMO (alpha / beta): -8.0 / -8.0 eV
E: -29455.704 eV

***

6.
ORCA calculation (the ωB97M-V functional and the def2-TZVPD basis) on a structure of composition C3H5O3Pt in a non-equilibrium geometry.

Structure (XYZ):
```
12
Properties=species:S:1:pos:R:3:forces:R:3:mulliken_charge:R:1
Pt -1.3793 -1.4308 0.6910 -1.1603 -1.4949 -0.0045 0.34
O 0.6653 0.8755 -0.6476 0.5557 0.0846 0.2870 -0.30
O 1.9018 -0.6610 0.4675 -0.6959 1.9983 -0.1991 -0.52
O 0.0050 0.0562 1.3531 0.0298 2.2503 0.9937 -0.43
C 0.9696 0.1197 0.3785 1.5705 -2.5431 -0.9071 0.74
C -0.7421 0.9698 -1.0519 0.2755 -0.0204 0.0186 -0.12
C -1.2874 -0.4326 -1.1869 -0.8121 0.5675 -1.0873 -1.20
H -1.2657 1.5827 -0.3048 0.0029 -0.2036 -0.2107 0.26
H -0.6710 1.5293 -1.9956 -0.0846 -0.1451 0.3076 0.27
H -0.8052 -0.9763 -2.0161 0.2221 0.1191 0.4484 0.27
H -2.3296 -0.3188 -1.5382 0.1091 -0.1064 0.3035 0.38
H 0.4328 0.0310 2.2196 -0.0128 -0.5064 0.0499 0.32
```
Forces are in eV/Å.

Calculated values
energy above the lowest of the compared OMol25 structures with the same formula, charge and spin: 0.000 eV
multiplicity: 4
HOMO (alpha / beta): -6.3 / -10.6 eV
E: -12575.631 eV

***

7.
ORCA calculation (the ωB97M-V functional and the def2-TZVPD basis) on a structure of composition C3H5O3Pt in a non-equilibrium geometry.

Structure (XYZ):
```
12
Properties=species:S:1:pos:R:3:forces:R:3:mulliken_charge:R:1
Pt 0.7912 3.1141 1.4152 -1.0183 2.8713 0.8983 1.34
O 1.6523 2.0136 2.7168 0.0314 -4.1256 1.1994 -0.38
O 0.9429 1.3955 0.3025 -0.4762 -0.3309 -0.2650 -0.18
O 1.0822 3.1150 -0.7829 -0.5832 0.2221 -0.1430 -0.38
C 1.6584 0.3493 0.8487 -1.9866 -2.4528 2.9271 -0.05
C 2.0102 0.6177 2.2759 2.2963 4.8159 0.5246 -0.33
C 1.0625 1.8173 -0.9747 0.6979 -0.5187 -1.4279 -0.03
H 0.9889 3.6313 -1.5997 0.1615 0.3357 -0.5327 0.46
H 2.4621 -0.0164 0.2019 -0.6102 -0.7627 0.1589 0.48
H 0.8472 -0.2948 1.5929 0.6396 -0.3483 -3.7121 0.28
H 2.2046 -0.2602 2.9172 -0.8772 0.5986 0.7020 0.46
H 2.9965 1.1434 2.3566 1.7249 -0.3047 -0.3296 0.32
```
Forces are in eV/Å.

Calculated values
energy above the lowest of the compared OMol25 structures with the same formula, charge and spin: 2.771 eV
multiplicity: 4
total charge: +2
HOMO (alpha / beta): -20.0 / -20.2 eV
E: -12550.015 eV

***

8.
ORCA calculation (the ωB97M-V functional and the def2-TZVPD basis) on the ion C3H5O3S with charge -1 in a non-equilibrium geometry.

Structure (XYZ):
```
12
Properties=species:S:1:pos:R:3:forces:R:3:mulliken_charge:R:1
S 0.0067 -0.5807 2.0204 -1.1208 -1.0261 0.6710 0.42
O -0.1434 2.0169 0.9333 0.1289 -0.9859 0.9477 -0.59
O -1.4146 -1.0092 2.3930 1.4569 0.8783 -0.6338 -0.66
O 0.6237 -1.5814 1.0701 -0.3108 0.0071 1.3342 -0.68
C -0.2906 0.8143 0.7818 -0.9329 1.0138 -1.5306 0.45
C 0.8369 -0.1348 -1.0927 -1.3075 3.5038 -1.9223 -0.96
C -0.6093 0.3308 -0.6347 0.9866 0.0573 0.6148 -0.48
H -1.1590 -0.6029 -0.6207 -0.7145 0.1605 -0.0360 0.29
H 1.0594 -0.9943 -0.5043 0.6925 -0.2916 -0.1810 0.42
H -1.0535 1.1949 -1.2308 0.5528 -1.3197 0.6817 0.31
H 0.6798 -0.2652 -2.1808 0.7589 -0.3221 0.3198 0.27
H 1.4638 0.8115 -0.9346 -0.1899 -1.6755 -0.2655 0.22
```
Forces are in eV/Å.

Calculated values
energy above the lowest of the compared OMol25 structures with the same formula, charge and spin: 1.245 eV
total charge: -1
HOMO: -3.5 eV
E: -20169.855 eV
SMILES: CCC([O-])=S(=O)=O

***

9.
ORCA calculation (the ωB97M-V functional and the def2-TZVPD basis) on a cluster of 2 separate species, C3H5O3S in total in a non-equilibrium geometry.

Structure (XYZ):
```
12
Properties=species:S:1:pos:R:3:forces:R:3:mulliken_charge:R:1
S -0.8269 -1.7795 -0.6150 1.6070 0.4223 -1.2565 -0.33
O -0.6863 -0.4354 1.6627 -0.0092 -0.0847 0.2011 -0.51
O 2.5030 0.9297 -1.1830 -0.4407 1.4380 -1.9460 -0.34
O 2.7466 -0.4956 0.5622 0.3754 -1.5180 1.7012 -0.32
C -0.3692 -0.1831 0.2466 0.3489 -0.2776 0.8771 -0.03
C -1.3336 0.8990 -0.1726 2.6000 1.7872 -0.4805 -1.18
C 2.4340 0.1962 -0.3006 -0.4415 -0.0607 0.5290 0.53
H -0.0518 -1.0709 2.0304 -0.1085 0.4028 -0.5539 0.25
H -1.4483 1.6553 0.6797 1.2725 -0.1470 -1.3678 0.27
H -0.9317 1.2303 -1.2388 -1.1063 0.1261 2.3339 0.18
H -2.3418 0.6994 -0.2256 -2.6920 -1.4659 -0.7639 0.43
H 0.3059 -1.6456 -1.4461 -1.4055 -0.6224 0.7263 0.07
```
Forces are in eV/Å.

Calculated values
energy above the lowest of the compared OMol25 structures with the same formula, charge and spin: 2.237 eV
total charge: -1
HOMO: -1.9 eV
E: -20168.863 eV

***

E of number 7 (C3H5O3Pt)?
-12550.015 eV